<i>
The following is a quantum chemistry calculation of a 3-piece molecular cluster, C4H14NO2 overall, from OMol25.

```
21
C4H14NO2 | OMol25 | the ωB97M-V functional and the def2-TZVPD basis
O 1.68 2.30 -2.43
O -2.51 2.53 0.93
N 0.23 0.51 -0.12
C 0.74 -1.99 -0.02
C -0.32 -0.86 -0.08
C 1.11 -2.07 1.49
C -1.74 -1.06 -0.26
H -0.47 1.17 0.11
H -2.00 3.32 1.05
H -3.43 2.63 1.22
H 1.09 0.70 0.48
H 0.18 -2.84 -0.46
H 2.05 2.38 -3.32
H 0.18 -2.42 2.01
H 2.06 -2.57 1.38
H 1.67 -1.78 -0.51
H 1.35 -1.05 1.91
H -2.55 -0.25 -0.20
H -2.08 -2.07 -0.17
H 0.47 0.67 -1.10
H 2.29 2.75 -1.90
```

Its net charge is +1. The calculation puts the HOMO energy at -13.7 eV.

<ii>
The following is a quantum chemistry calculation of a 3-piece molecular cluster, C4H14NO2 overall, from OMol25.

```
21
C4H14NO2 | OMol25 | the ωB97M-V functional and the def2-TZVPD basis
O -0.06 3.60 0.09
O -2.20 1.30 1.38
N -0.03 0.07 0.32
C 0.32 -0.56 -1.98
C 0.52 -2.25 -0.20
C 0.05 -0.95 -0.75
C 1.91 -2.47 0.39
H 0.54 -1.21 -2.81
H -0.13 0.97 -0.16
H -2.42 2.14 1.80
H -0.31 3.52 -0.84
H 2.71 -2.79 -0.26
H 2.22 -1.54 0.91
H 0.48 -3.01 -0.98
H -0.23 -2.69 0.47
H -0.83 0.01 0.96
H 0.86 0.07 0.84
H 1.89 -3.18 1.23
H -0.74 4.24 0.34
H 0.30 0.48 -2.30
H -2.74 0.68 1.93
```

Its net charge is +1. The calculation puts the HOMO energy at -14.6 eV.

Short version: <ii>, <i>, most stable first.

<i>
The following is a quantum chemistry calculation of a 3-piece molecular cluster, C4H14NO2 overall, from OMol25.

```
21
C4H14NO2 | OMol25 | the ωB97M-V functional and the def2-TZVPD basis
O 2.03 -2.34 1.06
O -3.22 0.27 -0.83
N -0.60 -0.29 0.11
C 0.54 -0.41 -0.91
C 0.55 1.79 0.10
C 1.42 0.80 -0.66
C -0.21 0.85 1.02
H 1.14 2.47 0.71
H -3.86 0.85 -1.26
H 2.26 0.54 -0.04
H 2.32 -2.35 1.98
H -1.46 -0.05 -0.39
H -0.71 -1.15 0.65
H -0.11 2.39 -0.52
H -3.76 -0.35 -0.32
H -1.06 1.19 1.59
H 2.11 -3.27 0.79
H 1.84 1.13 -1.61
H 1.03 -1.36 -0.75
H 0.51 0.41 1.72
H 0.05 -0.46 -1.88
```

Its net charge is +1. The calculation puts the HOMO energy at -15.4 eV.

<ii>
The following is a quantum chemistry calculation of a 2-piece molecular cluster, C4H14NO2 overall, from OMol25.

```
21
C4H14NO2 | OMol25 | the ωB97M-V functional and the def2-TZVPD basis
O 2.35 0.19 -2.32
O 0.67 1.82 0.35
N -0.92 0.87 -1.12
C -0.18 -0.21 -0.24
C 0.94 0.46 0.59
C -1.22 -0.97 2.01
C -1.30 -1.03 0.49
H 1.84 0.06 0.17
H -1.60 -1.97 2.29
H -0.25 -0.84 2.49
H -1.97 -0.21 2.27
H 1.53 2.28 0.36
H 2.55 -0.70 -2.67
H -0.22 1.41 -1.63
H -1.34 0.35 -1.92
H -2.24 -0.61 0.20
H 0.30 -0.81 -1.00
H -1.48 -2.07 0.13
H 0.95 0.33 1.70
H 3.07 0.16 -1.62
H -1.48 1.51 -0.53
```

Its net charge is +1. The calculation puts the HOMO energy at -14.9 eV.

Short version: <i>, <ii>, most stable first.

<i>
The following is a quantum chemistry calculation of a 2-piece molecular cluster, C6H8N overall, from OMol25.

```
15
C6H8N | OMol25 | the ωB97M-V functional and the def2-TZVPD basis
N -1.13 -2.51 -2.34
C 1.14 -0.21 -0.80
C -0.40 -1.83 -1.48
C -0.63 1.79 1.38
C 2.35 0.37 -0.81
C 0.83 1.25 1.40
C 1.27 0.49 0.32
H -1.69 -3.22 -2.12
H 1.47 2.06 1.62
H -1.35 0.92 1.26
H 1.11 0.61 2.32
H -0.56 2.49 0.62
H -0.60 -2.13 -0.43
H -1.11 -2.29 -3.37
H -0.69 2.20 2.42
```

Its net charge is +1. The calculation puts the HOMO energy at -13.9 eV.

<ii>
The following is a quantum chemistry calculation of an isolated ion of composition C6H8N and charge +1, from OMol25.

```
15
C6H8N | OMol25 | the ωB97M-V functional and the def2-TZVPD basis
N 0.64 1.18 1.28
C 1.78 1.28 0.88
C -0.44 -2.85 -0.24
C -0.07 -0.52 -1.54
C -0.42 -1.69 -0.83
C -0.50 1.06 0.38
C -0.18 0.75 -1.00
H -1.41 -3.54 -0.28
H -1.15 0.30 0.80
H 0.22 1.56 -1.69
H 2.06 1.48 -0.22
H 0.49 -3.16 0.37
H -0.99 1.97 0.37
H 0.37 -0.67 -2.42
H 2.62 1.17 1.59
```

Its net charge is +1. The calculation puts the HOMO energy at -13.8 eV.

Short version: <ii>, <i>, most stable first.

<i>
The following is a quantum chemistry calculation of a 2-piece molecular cluster, C3H8NO3 overall, from OMol25.

```
15
C3H8NO3 | OMol25 | the ωB97M-V functional and the def2-TZVPD basis
O 1.80 3.00 -0.80
O -1.14 -0.11 0.65
O -0.98 -2.35 -0.21
N 1.09 -1.07 -0.45
C -0.34 -1.17 0.02
C -2.54 -0.12 0.12
C 1.87 0.00 0.27
H -3.15 -1.07 0.51
H 2.98 -0.42 0.40
H 1.45 0.29 1.33
H 1.97 0.92 -0.47
H -3.13 0.87 0.42
H 1.10 3.53 -0.46
H -2.48 -0.26 -1.05
H 1.50 -2.03 -0.27
```

Its net charge is -1. The calculation puts the HOMO energy at -2.4 eV.

<ii>
The following is a quantum chemistry calculation of a 2-piece molecular cluster, C3H8NO3 overall, from OMol25.

```
15
C3H8NO3 | OMol25 | the ωB97M-V functional and the def2-TZVPD basis
O -1.28 -1.26 -1.76
O -1.08 0.59 -0.48
O 0.93 2.39 -0.17
N 1.09 -0.58 0.91
C 0.20 -1.35 0.00
C 0.45 0.12 2.00
C -0.77 -0.60 -0.79
H 0.20 1.73 -0.24
H 0.83 -1.94 -0.72
H -0.24 -2.16 0.70
H 0.24 1.19 1.63
H 1.14 0.15 2.78
H 1.66 0.11 0.20
H 1.04 2.58 -1.11
H -0.49 -0.45 2.37
```

Its net charge is -1. The calculation puts the HOMO energy at -4.1 eV.

<iii>
The following is a quantum chemistry calculation of a 2-piece molecular cluster, C3H8NO3 overall, from OMol25.

```
15
C3H8NO3 | OMol25 | the ωB97M-V functional and the def2-TZVPD basis
O 0.17 0.37 1.17
O -2.02 -0.31 -0.72
O 0.95 -1.06 -0.41
N -0.82 1.81 -0.91
C 1.01 -0.53 0.74
C -1.23 0.54 -1.56
C 2.11 -0.94 1.68
H -1.47 -0.44 0.06
H -1.64 2.37 -0.66
H 3.11 -0.86 1.18
H 2.14 -0.32 2.61
H 2.00 -2.02 1.99
H -1.83 0.75 -2.44
H -0.30 1.57 -0.06
H -0.37 -0.08 -1.85
```

Its net charge is -1. The calculation puts the HOMO energy at -4.5 eV.

<iv>
The following is a quantum chemistry calculation of a 2-piece molecular cluster, C3H8NO3 overall, from OMol25.

```
15
C3H8NO3 | OMol25 | the ωB97M-V functional and the def2-TZVPD basis
O -1.74 1.46 0.22
O -0.43 1.52 2.05
O 1.35 -2.96 -1.77
N -0.47 -0.76 -0.76
C 0.19 0.03 0.32
C 1.45 0.69 -0.25
C -0.78 1.10 0.92
H 1.75 0.18 -1.17
H 2.23 0.62 0.50
H 1.28 1.73 -0.52
H -0.91 -0.03 -1.33
H 0.36 -0.66 1.15
H -1.28 -1.25 -0.38
H 1.20 -2.20 -1.17
H 0.94 -2.56 -2.56
```

Its net charge is -1. The calculation puts the HOMO energy at -4.0 eV.

Short version: <iv>, <iii>, <ii>, <i>, most stable first.

<i>
The following is a quantum chemistry calculation of C3H8NO3 as an isolated structure, from OMol25.

```
15
C3H8NO3 | OMol25 | the ωB97M-V functional and the def2-TZVPD basis
O -2.10 -1.49 -0.91
O 2.38 0.95 0.45
O 2.56 -1.33 0.50
N -1.66 1.09 -0.05
C 0.57 -0.16 -0.47
C 1.90 -0.33 0.28
C -0.36 0.66 0.51
H 0.83 0.44 -1.34
H -2.18 -2.34 -0.46
H 1.96 0.33 1.34
H -0.61 -0.08 1.29
H 0.19 1.55 0.84
H 0.09 -1.09 -0.71
H -1.46 1.61 -0.90
H -2.10 0.18 -0.38
```

Its net charge is -1. The calculation puts the HOMO energy at -3.2 eV.

<ii>
The following is a quantum chemistry calculation of a 2-piece molecular cluster, C3H8NO3 overall, from OMol25.

```
15
C3H8NO3 | OMol25 | the ωB97M-V functional and the def2-TZVPD basis
O -0.61 -2.44 -2.96
O -0.82 1.76 1.77
O 1.14 1.93 0.79
N 0.76 -0.44 -0.95
C -0.32 -1.10 1.14
C -0.30 0.03 0.14
C 0.07 1.39 1.01
H 0.60 -0.95 1.66
H -0.40 -2.10 0.72
H -1.19 -1.08 1.78
H 1.07 0.28 -1.51
H -0.42 -1.81 -2.25
H -1.17 0.22 -0.41
H 1.53 -0.87 -0.56
H 0.26 -2.51 -3.29
```

Its net charge is -1. The calculation puts the HOMO energy at -4.0 eV.

Short version: <ii>, <i>, most stable first.

<i>
The following is a quantum chemistry calculation of a 2-piece molecular cluster, C3H8NO3 overall, from OMol25.

```
15
C3H8NO3 | OMol25 | the ωB97M-V functional and the def2-TZVPD basis
O 0.15 -3.00 -0.02
O -0.84 -1.89 1.69
O 0.00 2.58 -1.76
N -0.99 0.16 -0.36
C -0.18 -1.99 0.64
C 0.31 -0.63 -0.01
C 1.06 0.20 0.97
H 0.78 -0.79 -0.98
H -1.39 -0.48 -1.04
H -0.84 2.89 -2.10
H 0.39 0.91 1.48
H -1.53 0.04 0.49
H 1.30 -0.44 1.84
H -0.12 1.65 -1.41
H 1.89 0.79 0.57
```

Its net charge is -1. The calculation puts the HOMO energy at -4.1 eV.

<ii>
The following is a quantum chemistry calculation of a 2-piece molecular cluster, C3H8NO3 overall, from OMol25.

```
15
C3H8NO3 | OMol25 | the ωB97M-V functional and the def2-TZVPD basis
O -1.05 2.17 -0.99
O -2.51 0.48 -1.18
O 2.73 -1.59 -0.81
N 0.87 0.72 0.16
C -0.36 0.01 -0.18
C -1.41 0.97 -0.85
C -1.01 -0.48 1.09
H 0.96 1.52 -0.47
H -0.10 -0.74 -0.93
H -0.27 -1.03 1.69
H 2.80 -0.89 -0.14
H 1.76 -1.55 -0.94
H 0.83 1.27 1.01
H -1.80 -1.20 0.86
H -1.44 0.33 1.68
```

Its net charge is -1. The calculation puts the HOMO energy at -4.1 eV.

Short version: <ii>, <i>, most stable first.